[1]
17
Properties=species:S:1:pos:R:3:forces:R:3:mulliken_spin:R:1 method="wB97M-V/def2-TZVPD" spin_multiplicity=2 charge=-2 e_tot_ha=-346.4711 relative_energy_kj_mol=34.1 largest_force_ev_per_a=2.08 mol_weight_g_mol=95.1
C 0.713 -0.766 0.449 0.2602 0.1902 1.1729 0.374
O -0.009 -0.344 1.581 0.3741 -0.1853 -0.6639 0.017
C 0.193 -0.216 -0.872 -0.5196 -0.4462 -1.1684 -0.480
C 1.208 -0.134 -2.044 -0.7394 -0.0219 0.2347 3.735
H 1.781 -0.448 0.446 -0.1217 -0.0024 0.4160 -0.169
H 0.748 -1.874 0.555 0.0646 0.1362 -0.9252 -0.083
H -0.717 -0.735 -1.233 0.3737 -0.2259 0.1639 0.043
H -0.234 0.775 -0.741 0.3242 0.3623 0.5016 -0.209
H 0.789 0.538 -2.816 0.5542 0.2864 0.2377 -0.854
H 2.217 0.132 -1.673 -0.4418 0.1235 -0.5130 -0.880
H 1.239 -1.038 -2.652 0.3322 -0.5057 0.1655 -0.566
H -0.279 2.278 0.738 0.0520 0.1198 -0.2773 0.008
H -0.456 1.194 1.779 0.0776 0.2697 -0.5666 0.017
O -0.711 2.173 1.586 -0.0262 -0.2956 0.6887 0.041
H -1.477 -0.853 1.273 -0.9581 1.0905 1.4841 -0.003
H -2.524 0.079 2.037 0.4271 0.4028 -0.0189 0.001
O -2.481 -0.760 1.588 -0.0332 -1.2984 -0.9318 0.007


[2]
95
Properties=species:S:1:pos:R:3:forces:R:3:mulliken_charge:R:1 method="wB97M-V/def2-TZVPD" charge=0 e_tot_ha=-4279.3381 largest_force_ev_per_a=3.85 smiles="CCOC(=O)C(F)(F)F.CCOC(=O)C(F)(F)F.CCOC(=O)C(F)(F)F.CCOC(=O)C(F)(F)F.CCOC(=O)C(F)(F)F.CCOC(=O)C(F)(F)F.COC(=O)[PH2]=O" mol_weight_g_mol=960.5
C -3.846 -2.473 -2.569 -0.2891 -0.0847 0.3338 -0.387
O -3.102 -3.608 -2.073 -0.2091 0.4508 0.0834 -0.356
C -1.796 -3.436 -2.319 -0.9345 1.6566 1.5583 0.635
O -1.220 -4.056 -3.107 2.2920 -2.0945 -2.2815 -0.464
P -0.991 -2.062 -1.310 -1.5143 0.2310 0.8425 0.721
O -1.748 -1.858 -0.054 0.2469 -0.0370 0.5483 -0.661
H -4.520 -2.151 -1.788 0.1899 -0.0521 -0.1185 0.236
H -3.208 -1.639 -2.857 0.1850 0.0214 0.0291 0.076
H -4.376 -2.798 -3.456 -0.2068 -0.0254 -0.1101 0.265
H -1.172 -0.914 -2.105 0.7626 -0.3057 -0.3273 -0.098
H 0.372 -2.378 -1.142 -0.0443 0.0191 -0.5513 0.104
C -0.376 -3.669 3.648 0.2958 -0.1949 0.1192 -1.250
C 0.209 -2.671 2.672 -0.7186 -0.0743 0.0776 0.144
O 1.634 -2.533 2.868 0.2636 0.1748 0.0108 -0.318
C 2.391 -3.454 2.298 -0.6609 0.2623 0.0863 0.324
O 2.011 -4.376 1.643 0.2651 -0.2945 -0.2059 -0.514
C 3.869 -3.141 2.561 0.7832 0.0482 0.1213 0.975
F 4.088 -2.804 3.841 -0.1297 -0.0250 -0.0284 -0.287
F 4.282 -2.116 1.799 -0.2088 0.0030 -0.0154 -0.266
F 4.649 -4.183 2.282 -0.2036 -0.0597 -0.0255 -0.260
H -0.126 -3.391 4.673 -0.0869 0.0853 -0.0066 0.305
H -1.459 -3.706 3.546 0.0009 0.0486 -0.0430 0.403
H 0.024 -4.668 3.476 -0.0633 -0.0069 -0.0891 0.318
H -0.222 -1.688 2.848 0.2746 0.1162 -0.0078 0.347
H -0.012 -2.942 1.643 0.1640 -0.0436 -0.0106 0.044
C -10.143 -0.784 -5.053 -0.0182 -0.3209 0.1992 -1.307
C -8.951 -0.120 -4.396 -0.7593 0.1871 -0.2464 0.098
O -8.540 -0.838 -3.215 0.0681 0.0001 0.2937 -0.336
C -7.766 -1.891 -3.417 -0.2696 0.5462 -0.2686 0.415
O -7.389 -2.298 -4.473 0.2530 -0.3869 -0.1184 -0.516
C -7.352 -2.493 -2.071 0.0096 -0.4192 0.6824 0.907
F -8.381 -2.606 -1.226 -0.0542 0.1308 -0.1330 -0.260
F -6.432 -1.700 -1.484 -0.4664 0.1228 -0.0317 -0.261
F -6.821 -3.703 -2.217 0.0674 0.1294 -0.1886 -0.256
H -10.959 -0.899 -4.339 -0.0264 0.1178 -0.0227 0.325
H -10.492 -0.189 -5.896 0.0323 0.0395 0.0166 0.406
H -9.887 -1.780 -5.415 0.0629 0.0459 -0.0811 0.312
H -9.219 0.879 -4.061 0.0803 -0.0691 0.2440 0.387
H -8.128 -0.025 -5.078 0.2515 -0.2871 -0.1000 0.097
C -3.771 2.042 -1.661 -0.3685 -0.0974 -0.1186 -1.154
C -3.302 2.457 -3.039 0.4510 0.0606 0.7053 0.218
O -4.068 1.797 -4.068 -0.1089 -0.1149 -0.3257 -0.213
C -5.242 2.339 -4.366 0.6061 0.0777 0.3745 0.217
O -5.717 3.312 -3.868 -0.3623 0.1418 -0.0840 -0.532
C -5.899 1.544 -5.500 -0.4337 -0.3041 -0.5824 1.025
F -5.804 0.224 -5.295 -0.0256 0.0762 0.1484 -0.254
F -5.309 1.804 -6.673 0.1055 0.1712 0.0968 -0.271
F -7.200 1.852 -5.628 0.5536 0.2059 0.1128 -0.283
H -3.745 0.956 -1.559 0.1244 -0.0060 0.0401 0.187
H -3.136 2.482 -0.894 0.0391 -0.0002 -0.0249 0.391
H -4.799 2.360 -1.483 0.0248 0.0855 0.0322 0.376
H -2.268 2.150 -3.192 -0.6376 -0.0633 0.0342 -0.072
H -3.343 3.537 -3.171 -0.2035 -0.0024 -0.1131 0.387
C 8.236 -2.224 4.379 0.2381 0.1855 0.1478 -1.132
C 7.127 -2.275 5.408 -0.1262 -0.2709 -0.6353 -0.129
O 7.622 -1.937 6.719 -0.0103 -0.0156 0.2901 -0.339
C 7.737 -0.646 6.981 -0.2075 -0.4786 -0.4092 0.355
O 7.471 0.249 6.238 0.0051 0.4579 0.0739 -0.503
C 8.227 -0.449 8.421 0.3415 0.1070 0.6004 0.914
F 9.239 -1.273 8.715 -0.0780 0.0144 -0.1101 -0.253
F 7.235 -0.692 9.291 -0.0562 -0.0150 -0.1550 -0.265
F 8.647 0.799 8.619 -0.1019 -0.0146 -0.1525 -0.240
H 9.066 -2.862 4.683 -0.0683 -0.0989 -0.0352 0.312
H 7.869 -2.557 3.409 -0.0429 -0.0188 0.0221 0.369
H 8.627 -1.212 4.273 -0.0954 0.0273 -0.0515 0.316
H 6.735 -3.287 5.484 0.0622 0.0034 0.2688 0.330
H 6.297 -1.625 5.136 0.0789 0.1571 0.1413 0.277
C 5.953 3.936 8.484 -0.1124 0.3072 -0.0481 -1.139
C 5.609 3.205 7.204 0.3972 -0.3191 0.4570 -0.094
O 4.637 3.939 6.435 -0.2411 0.0118 -0.1874 -0.330
C 5.110 4.924 5.685 0.1371 -0.5373 0.3944 0.350
O 6.253 5.251 5.593 0.1655 0.3260 -0.2228 -0.502
C 3.964 5.570 4.898 -0.4850 0.3851 -0.2810 0.872
F 2.892 5.784 5.673 0.1107 -0.0632 0.0270 -0.248
F 3.582 4.777 3.885 0.1100 -0.0721 0.0893 -0.252
F 4.332 6.741 4.383 0.1311 -0.0918 0.0661 -0.240
H 5.049 4.148 9.056 -0.0008 -0.1153 0.0343 0.316
H 6.626 3.336 9.095 -0.0050 -0.0414 -0.0337 0.341
H 6.434 4.891 8.273 0.0904 -0.0566 -0.0334 0.323
H 5.150 2.246 7.435 -0.2139 0.0735 -0.1511 0.301
H 6.496 3.004 6.605 -0.0506 0.1473 -0.1227 0.300
C 0.077 1.574 -8.812 -0.2479 -0.0874 0.2201 -1.116
C 1.237 1.868 -7.885 0.1292 0.0159 -0.6926 -0.204
O 0.781 2.073 -6.534 0.0061 0.1289 0.3282 -0.322
C 0.556 0.978 -5.824 0.2371 0.2394 -0.6397 0.222
O 0.694 -0.145 -6.197 -0.0891 -0.3514 0.2633 -0.516
C 0.125 1.364 -4.405 -0.1020 0.1816 0.6021 1.052
F -0.790 2.345 -4.407 0.4562 0.0018 -0.4782 -0.321
F 1.168 1.793 -3.685 0.0480 -0.0758 -0.1761 -0.283
F -0.411 0.323 -3.760 0.0933 0.0252 -0.2785 -0.236
H -0.672 2.364 -8.747 0.0737 0.0695 -0.0674 0.305
H 0.424 1.500 -9.842 0.0420 0.0190 0.0128 0.377
H -0.413 0.639 -8.544 0.0874 -0.0524 -0.0392 0.319
H 1.727 2.793 -8.179 -0.0612 0.1002 0.2412 0.323
H 1.986 1.078 -7.916 -0.0942 -0.0951 0.1899 0.324